1.
Below is C20H28N4O4 in the gas phase, with properties calculated with ωB97M-V/def2-TZVPD.

Output
- calculated total energy (Ha) = -1298.9089
- multiplicity = 1
- HOMO (eV) = -8.3911
- maximum force (eV Å⁻¹) = 0.40
- frontier orbital gap (eV) = 9.119
- energy relative to the best compared isomer or geometry (same formula, charge and spin) (eV) = 2.013

Element x y z (Å)
O: -0.18941 -2.93979 -0.93181
H: -1.46467 6.55866 1.19716
H: -1.67435 5.16455 2.27150
C: 3.36951 -1.12792 0.00830
C: 1.19238 0.06951 -0.45899
C: 0.54879 -0.84439 0.58496
H: 2.77158 0.77972 0.81011
C: 0.75140 -3.12140 -0.17445
C: -2.69645 4.58501 -0.24730
H: 4.40717 -1.00008 0.32542
N: 2.86927 -8.42703 -0.00600
O: 2.30686 -7.19961 -2.35564
H: 1.08103 2.09545 -1.17031
H: -0.93559 0.92081 -2.06273
C: -0.92697 1.35289 -1.06128
C: -3.27979 5.42965 0.84672
N: 1.22628 -2.13427 0.64999
H: 0.62399 -0.37540 1.57215
H: 2.44768 -6.82653 2.11369
C: -2.19259 5.97956 1.76862
H: 1.28756 -4.73884 -2.19254
H: -3.75794 7.49681 0.32142
H: 3.85361 -8.46303 -0.24363
C: 2.67806 0.22500 -0.13199
H: -5.87599 6.96531 -0.90514
C: -5.46074 6.26132 -0.18531
H: 3.16967 0.82672 -0.90029
H: 2.01611 -6.68613 -3.11622
C: 2.63865 -2.02040 1.00811
C: 2.07459 -6.48249 -1.21999
H: -5.96962 6.39682 0.77059
C: 1.69306 -5.07037 1.14233
O: -3.33416 6.35643 -1.32453
H: 1.53501 -4.53018 2.06671
C: 2.37542 -7.09689 0.00104
H: -1.54261 0.71904 -0.42373
C: 2.20033 -6.36164 1.16616
H: -2.63061 6.63207 2.52501
H: 0.47863 1.88033 0.46803
C: -3.97240 6.48336 -0.01938
H: 1.09717 -0.43097 -1.43078
N: -1.55884 2.65838 -1.12967
C: -2.07701 3.24299 -0.03307
H: -1.60994 3.16564 -1.99789
C: 0.50053 1.42638 -0.52746
H: -4.00284 4.85554 1.42820
H: -0.49934 -1.02869 0.37000
H: 3.09229 -3.00539 1.04689
C: 1.38098 -4.47876 -0.07290
N: -2.71493 5.12929 -1.39564
H: -5.65404 5.24725 -0.53965
H: 2.77871 -8.83520 0.91593
C: 1.56610 -5.19560 -1.24905
H: 2.69610 -1.58547 2.01109
O: -2.07635 2.73726 1.07910
H: 3.38869 -1.63530 -0.96185

***

2.
Below is a molecular structure, C4H6NOP in a non-equilibrium geometry, with properties calculated with ωB97M-V/def2-TZVPD.

Output
- calculated total energy (Ha) = -627.1530
- multiplicity = 1
- HOMO (eV) = -8.7872
- maximum force (eV Å⁻¹) = 4.35
- frontier orbital gap (eV) = 8.474
- energy relative to the best compared isomer or geometry (same formula, charge and spin) (eV) = 4.822

Element x y z (Å)
P: 1.09520 -1.14270 -0.99046
C: -1.00450 -0.14101 -0.58103
H: -1.37950 2.23221 0.49211
H: 2.42624 -0.46901 -1.20690
C: -0.43733 0.35240 0.88140
H: -1.54701 0.85985 -0.99113
N: -0.18286 -0.63561 -1.76154
H: 1.73022 -2.50855 -1.17823
H: -0.31083 1.96757 2.14056
H: -1.73280 -0.81152 -0.26398
O: 1.36691 -1.03741 0.67273
C: -0.70364 1.62916 1.21491
C: 0.67990 -0.29537 1.57155

***

3.
Below is 2 unconnected molecules or ions with the total composition C31H61F3N2O3 in a non-equilibrium geometry, with properties calculated with ωB97M-V/def2-TZVPD.

Output
- calculated total energy (Ha) = -1852.5654
- multiplicity = 1
- HOMO (eV) = -7.0697
- maximum force (eV Å⁻¹) = 1.28
- frontier orbital gap (eV) = 6.790

Element x y z (Å)
H: -6.78523 3.54873 -0.92358
H: -4.08993 -1.44212 1.01301
C: -5.98263 1.76411 0.01050
C: -4.82359 -3.67804 2.95835
F: 4.05131 -2.26366 3.11801
C: -1.02889 -2.04808 2.55575
H: 5.47720 4.30463 -5.24146
H: 6.75962 3.56877 -0.49107
H: 3.36175 3.60644 -4.05548
C: 6.82725 4.81588 -2.62609
C: 3.76384 4.61088 -3.91302
C: -4.07400 -1.54073 -0.07519
C: 3.97927 -1.57826 -1.08785
H: 6.80065 5.01316 -3.69197
H: 1.15371 -2.50434 -1.16025
H: -2.16110 -5.87799 3.50319
H: 6.74099 2.43060 -3.14216
C: -4.99773 -2.68368 -0.51395
H: -0.27830 -0.86741 0.90020
C: -4.09085 -4.98051 3.35322
H: 5.04615 6.00560 -4.98970
C: -5.87241 0.28361 -0.39285
H: -4.04702 2.51301 -1.74271
H: -4.36087 4.16176 0.28588
H: -0.15465 -4.02457 2.89097
H: -3.74968 0.56158 -0.25023
H: 7.72912 4.26446 -2.37629
F: 5.55451 -0.79397 3.52295
F: 3.48740 -0.33600 3.87225
H: 6.03240 0.90225 -1.55925
N: 2.25224 -1.31258 0.71261
H: 5.09686 2.57662 -3.74780
H: -1.60436 -4.32454 5.06574
H: 2.47664 -3.38787 -1.89693
H: 5.15542 1.95604 0.38000
H: -6.60276 2.18802 -2.02496
C: 4.64561 4.99574 -5.09887
H: -4.76748 -2.95790 -1.54569
C: 2.03339 -3.11192 -0.94347
H: -3.78991 -4.02915 0.64167
C: -4.84836 -3.91284 0.39501
C: -1.89747 -3.85615 4.12401
C: -5.67765 -3.82324 1.69862
H: 0.04509 -2.92909 4.23890
H: -6.32848 -4.69455 1.77602
H: -2.05025 -2.22283 2.21145
H: -4.89281 5.33266 -0.93129
H: 1.69200 -3.99939 -0.40680
H: 5.33311 4.60025 -0.21567
C: 3.01795 -2.26874 -0.09960
C: 5.23946 1.61419 -1.78024
C: -2.56500 -4.90315 3.21720
H: 3.83334 2.68290 -0.51424
H: 1.65869 -3.00025 1.80787
H: -5.09529 2.05506 0.57567
H: -4.43547 -5.78162 2.69303
H: -4.09005 -2.88848 2.78874
H: -3.06583 -1.81072 -0.40039
H: 3.63294 4.37041 -1.80223
H: -2.60360 -3.05983 4.37309
H: -6.85119 1.87589 0.66162
H: 3.59750 -2.95726 0.51890
H: -1.00468 -1.14059 3.16523
H: -4.34693 -5.26953 4.37366
H: 4.56368 5.78120 -2.27923
C: -0.11845 -1.85401 1.33414
H: -6.32365 -2.94238 1.62647
H: 4.05776 4.97132 -6.01493
H: -6.03961 -2.35840 -0.48336
C: 5.71160 3.72509 -0.74194
H: 2.37853 0.35258 1.90051
O: 4.30291 -0.48461 1.79896
H: -0.36547 -2.63611 0.61414
C: 4.36388 4.73646 -2.52088
H: -4.23417 -0.18566 -1.76021
C: 5.70669 2.60351 -2.85295
N: 5.64821 3.99319 -2.23465
H: 4.38677 1.01281 -2.09813
H: -2.29963 -4.72429 2.17239
C: 2.99756 -0.20998 1.20225
O: 3.52921 -0.59962 -1.73552
H: 2.89096 5.26752 -3.90937
C: -4.42436 -0.18127 -0.68453
C: -0.65499 -3.23605 3.45936
H: -6.48269 0.11779 -1.28196
C: 1.36724 -1.95260 1.70104
H: -5.15165 -4.80249 -0.15992
H: -6.27459 -0.33478 0.41260
H: 3.23974 0.43517 0.36083
C: -4.79664 3.30236 -1.67417
H: -3.25676 4.66330 -0.99032
C: -6.13198 2.71431 -1.19272
H: 6.79860 5.74998 -2.06964
C: 4.33738 -0.96128 3.03515
C: -4.29983 4.43292 -0.76915
H: 1.51286 -1.48908 2.68064
O: 5.11013 -2.07099 -1.17137
H: -4.95222 3.71972 -2.67162
H: -5.45943 -3.35775 3.78583
C: 4.90148 2.46048 -0.54979

***

Q: Which value of calculated total energy does entry 2 give?
A: -627.1530 Ha

***

Q: Which formula does entry 2 have?
A: C4H6NOP